1.
Entry from OMol25: a structure of composition H23O15S at a distorted geometry (the ωB97M-V functional and the def2-TZVPD basis).

Element x y z (Å)
O1 17.06338 -35.59486 -3.87793
H1 17.60992 -34.95735 -4.38023
H2 17.07800 -36.44148 -4.07075
H3 16.02693 -35.29877 -3.74243
S1 17.86675 -38.57410 -6.19157
O2 16.50748 -39.08213 -6.45338
O3 18.74993 -39.68635 -6.24715
O4 18.24555 -37.52908 -7.06832
O5 17.95786 -37.96396 -4.90601
O6 14.56884 -36.76426 -4.60642
H4 13.86644 -36.47446 -4.02031
H5 14.62266 -37.72749 -4.75862
O7 16.47409 -35.50230 -6.69490
H6 16.99760 -36.31765 -7.06910
H7 15.63030 -35.95700 -6.62902
O8 14.98334 -37.03314 -1.68501
H8 15.36991 -37.84170 -2.08358
H9 14.74517 -37.45386 -0.89919
O9 14.98829 -33.62603 -3.48876
H10 14.56614 -33.78166 -4.25079
H11 15.11140 -32.67379 -3.45911
O10 18.23957 -34.60843 -1.74246
H12 17.35907 -34.44448 -1.49076
H13 18.27427 -35.30720 -1.19163
O11 18.84391 -34.47887 -5.65392
H14 19.18981 -34.88295 -6.56675
H15 19.59373 -34.80660 -5.16518
O12 16.24590 -39.05804 -3.05159
H16 16.23654 -39.90730 -2.53393
H17 17.21339 -38.98454 -3.44199
O13 15.44424 -34.47761 -1.47855
H18 15.33322 -35.36850 -1.46822
H19 15.43147 -34.14528 -2.37367
O14 20.46957 -35.49433 -3.38063
H20 19.73028 -35.05945 -2.88996
H21 20.26364 -36.49831 -3.20215
O15 19.13236 -37.88024 -3.50481
H22 19.57565 -38.90299 -3.41023
H23 18.70573 -37.87896 -4.31825

Calculated values
- calculated total energy (eV) = -41916.011
- energy relative to the best compared isomer or geometry (same formula, charge and spin) (kcal per mole) = 127.2
- total charge = -1
- frontier orbital gap (eV) = 6.210
- LUMO level (hartree) = 0.0676

2.
Entry from OMol25: a structure of composition H24HeO12 at a distorted geometry (the ωB97M-V functional and the def2-TZVPD basis).

Element x y z (Å)
He1 0.20787 0.46053 0.15577
O1 -2.57432 -1.30416 -2.26380
H1 -2.71480 -1.13279 -3.19500
H2 -1.65979 -1.58082 -2.20599
O2 -2.03655 1.83009 -1.00167
H3 -2.25109 2.64947 -0.55579
H4 -1.17180 1.98334 -1.38240
O3 0.19292 -1.74485 -1.75257
H5 0.93307 -2.34582 -1.66740
H6 0.50501 -1.06246 -2.34685
O4 -1.03399 -3.29128 1.63191
H7 -0.52897 -2.50903 1.85386
H8 -1.59331 -3.44016 2.39430
O5 -2.55922 -1.29148 0.63582
H9 -2.33334 -1.10367 -0.27520
H10 -2.17995 -2.15405 0.80418
O6 0.81811 -0.96652 2.24125
H11 0.11519 -0.40373 2.56590
H12 1.56356 -0.77118 2.80904
O7 2.57589 -0.73810 0.02316
H13 2.83512 -1.59732 0.35600
H14 1.71500 -0.58033 0.41073
O8 0.19390 2.18090 -2.51269
H15 0.98321 1.64823 -2.61011
H16 -0.29691 2.03270 -3.32100
O9 4.45330 1.20395 0.90222
H17 3.78838 0.53195 0.75215
H18 4.06771 2.00603 0.54978
O10 -1.05422 3.38017 2.29675
H19 -0.99173 2.42671 2.35380
H20 -1.91128 3.54129 1.90213
O11 2.56074 0.74599 -2.43644
H21 2.69925 0.11364 -1.73133
H22 2.63401 0.23003 -3.23934
O12 -1.75173 0.66395 2.59181
H23 -2.12883 0.28274 3.38472
H24 -2.07042 0.10604 1.88230

Calculated values
- calculated total energy (eV) = -25039.590
- energy relative to the best compared isomer or geometry (same formula, charge and spin) (kcal per mole) = 13.2
- frontier orbital gap (eV) = 10.355
- LUMO level (hartree) = -0.0074

3.
Entry from OMol25: a cluster of 11 separate species, H24NO10 in total at a distorted geometry (the ωB97M-V functional and the def2-TZVPD basis).

Element x y z (Å)
N1 -0.06591 0.43300 0.03291
H1 -0.53591 0.53000 -0.82009
H2 -0.73891 0.60400 0.90991
H3 0.69809 0.96000 0.11191
H4 0.48409 -0.63100 -0.00809
O1 0.39009 0.93400 3.45191
H5 1.42109 0.92100 3.55991
H6 -0.10091 1.00600 4.39291
O2 -1.27291 2.81600 -1.51409
H7 -1.25391 2.96700 -2.44309
H8 -0.52891 3.25800 -1.35909
O3 -1.52191 2.66400 2.33991
H9 -1.14991 3.63100 2.13491
H10 -0.56091 2.28000 2.62691
O4 -0.59891 -0.54700 -3.01709
H11 -0.81591 -0.64700 -4.08109
H12 -0.10691 -1.39500 -2.69709
O5 1.72109 1.12400 -2.62709
H13 1.25509 1.97400 -2.55109
H14 1.17209 0.79700 -3.31509
O6 -2.25191 -0.88200 -1.05709
H15 -3.04491 -0.80500 -1.52809
H16 -1.73291 -0.73500 -1.80709
O7 2.80909 -2.94800 1.01191
H17 2.69809 -2.88100 1.92391
H18 1.87709 -3.02100 0.69491
O8 3.40709 -0.93900 0.74691
H19 3.98509 -0.71600 -0.04509
H20 3.14209 -1.73800 0.44391
O9 -2.83091 -0.39800 1.66891
H21 -2.47991 -0.64500 0.63791
H22 -3.45291 0.35900 1.44291
O10 0.26209 -2.53100 0.29791
H23 -0.15691 -3.06600 1.07291
H24 -0.11991 -2.73300 -0.63309

Calculated values
- calculated total energy (eV) = -22344.485
- energy relative to the best compared isomer or geometry (same formula, charge and spin) (kcal per mole) = 145.5
- total charge = +1
- frontier orbital gap (eV) = 9.436
- LUMO level (hartree) = -0.1398

4.
Entry from OMol25: a cluster of 12 separate species, H24O12 in total at a distorted geometry (the ωB97M-V functional and the def2-TZVPD basis).

Element x y z (Å)
O1 2.38784 1.71003 -1.63653
H1 3.10819 1.22405 -1.23509
H2 1.90623 2.08000 -0.89667
O2 -1.85971 1.62193 -1.55070
H3 -2.79528 1.73052 -1.38000
H4 -1.73107 0.67417 -1.58848
O3 -1.23052 -1.74814 2.51864
H5 -1.27551 -2.23466 1.69552
H6 -1.56494 -2.35787 3.17638
O4 0.08466 -0.57715 0.09154
H7 0.62571 0.14458 -0.22878
H8 -0.05912 -0.37714 1.01650
O5 3.40701 -0.39513 0.23210
H9 3.11207 -0.63399 1.11085
H10 4.33336 -0.63567 0.21622
O6 -1.33973 -1.48714 -2.01377
H11 -0.78647 -1.09248 -1.33969
H12 -0.76294 -2.10083 -2.46866
O7 0.29637 1.34286 2.67057
H13 0.11008 0.73461 3.38580
H14 -0.18407 2.13816 2.90058
O8 -2.79954 0.36317 3.42521
H15 -2.25362 -0.00467 2.73029
H16 -3.00315 -0.38211 3.99031
O9 1.33891 -1.95931 -2.85177
H17 1.78792 -1.21996 -2.44191
H18 1.88822 -2.18795 -3.60158
O10 0.18558 2.07024 -3.04413
H19 -0.63546 1.86151 -2.59854
H20 0.86773 1.77395 -2.44154
O11 1.52881 2.81427 0.66661
H21 1.17437 2.32590 1.40965
H22 1.23009 3.71297 0.80565
O12 -2.23925 -2.88506 0.11724
H23 -3.01770 -3.38805 -0.12204
H24 -1.83523 -2.65555 -0.71962

Calculated values
- calculated total energy (eV) = -24960.377
- energy relative to the best compared isomer or geometry (same formula, charge and spin) (kcal per mole) = 30.4
- frontier orbital gap (eV) = 9.415
- LUMO level (hartree) = 0.0003
- structure (SMILES) = O.O.O.O.O.O.O.O.O.O.O.O

5.
Entry from OMol25: a cluster of 12 separate species, H24O12 in total at a distorted geometry (the ωB97M-V functional and the def2-TZVPD basis).

Element x y z (Å)
O1 -2.34567 -1.22604 -2.50500
H1 -2.01995 -1.15872 -1.58594
H2 -1.58907 -0.60424 -2.73429
O2 1.54639 0.45832 2.07956
H3 1.50714 0.43618 1.20618
H4 2.08235 -0.06877 2.72597
O3 1.22481 -2.51003 3.45334
H5 0.86195 -2.94342 2.62216
H6 0.64896 -2.65055 4.00839
O4 2.13819 3.96517 0.95730
H7 1.74103 3.20335 0.65153
H8 2.96151 3.99198 0.59053
O5 -0.87342 1.43308 -3.89715
H9 -0.22415 1.11864 -4.44568
H10 -0.49529 2.32376 -3.85611
O6 -1.57583 0.12548 1.70551
H11 -0.76311 0.66134 1.71332
H12 -1.45836 -0.40399 2.51670
O7 0.17773 -2.56403 -2.46670
H13 -0.62224 -2.56971 -3.17564
H14 0.66089 -1.74293 -2.76695
O8 -2.63348 -3.23275 -0.05934
H15 -1.95276 -2.77252 -0.39641
H16 -2.58996 -4.16481 -0.49392
O9 -0.28115 0.55434 -1.52551
H17 0.47191 0.95005 -1.36817
H18 -1.02541 1.11878 -1.72708
O10 0.26315 -1.32448 0.05416
H19 0.74639 -1.28046 -0.78778
H20 -0.40451 -0.64111 -0.00369
O11 2.08809 2.62954 -1.12607
H21 1.32765 3.13591 -0.59070
H22 2.09816 3.16919 -1.91235
O12 -0.61023 0.76559 4.73103
H23 -0.96625 1.55293 4.26521
H24 -0.11546 0.26491 4.14357

Calculated values
- calculated total energy (eV) = -24955.137
- energy relative to the best compared isomer or geometry (same formula, charge and spin) (kcal per mole) = 151.2
- frontier orbital gap (eV) = 10.112
- LUMO level (hartree) = -0.0244
- structure (SMILES) = O.O.O.O.O.O.O.O.O.O.O.O

6.
Entry from OMol25: a cluster of 12 separate species, H24O12 in total (the ωB97M-V functional and the def2-TZVPD basis).

Element x y z (Å)
O1 -1.46539 2.05732 3.42892
H1 -0.88711 1.51728 2.89024
H2 -2.34127 1.89353 3.07931
O2 0.67968 4.88395 -0.75267
H3 0.47115 5.74568 -0.39190
H4 1.50870 4.64454 -0.33839
O3 -0.61061 -3.95562 0.28869
H5 -0.83271 -3.52355 1.11344
H6 -1.40068 -4.44134 0.05186
O4 2.37511 -0.13628 -4.03086
H7 2.47886 0.43494 -4.79190
H8 2.36888 -1.02172 -4.39445
O5 -3.56799 3.39836 -1.76627
H9 -3.80709 4.32308 -1.70325
H10 -2.62100 3.38534 -1.62748
O6 -3.56947 -0.82246 -4.75711
H11 -4.30390 -1.40018 -4.54954
H12 -3.23429 -0.54462 -3.90464
O7 -4.66280 0.98990 1.28707
H13 -4.38375 1.72414 0.74003
H14 -5.36861 0.57550 0.79075
O8 -1.36107 -2.69051 4.38773
H15 -1.65160 -1.88794 4.82097
H16 -1.35353 -3.34900 5.08240
O9 3.17087 -1.84432 4.07337
H17 3.60842 -2.13780 3.27422
H18 2.24297 -1.81136 3.84068
O10 5.58026 1.37052 -1.42738
H19 6.37709 0.84572 -1.50399
H20 4.89563 0.82533 -1.81505
O11 0.29933 0.33450 0.08855
H21 0.57991 0.45373 -0.81880
H22 -0.28205 -0.42546 0.06207
O12 3.87671 -3.03304 0.08440
H23 3.03599 -2.70780 -0.23750
H24 4.15528 -3.67024 -0.57335

Calculated values
- calculated total energy (eV) = -24959.000
- energy relative to the best compared isomer or geometry (same formula, charge and spin) (kcal per mole) = 62.1
- frontier orbital gap (eV) = 10.984
- LUMO level (hartree) = -0.0021
- structure (SMILES) = O.O.O.O.O.O.O.O.O.O.O.O

7.
Entry from OMol25: a cluster of 12 separate species, H24O12 in total at a distorted geometry (the ωB97M-V functional and the def2-TZVPD basis).

Element x y z (Å)
H1 -0.99697 -1.49002 0.89341
H2 -0.13250 -0.21783 0.60088
H3 3.16209 2.68785 -1.15910
H4 3.12641 1.59464 -0.19262
H5 -4.08001 -3.45261 -0.86432
H6 -3.85162 -4.20681 -2.01874
H7 -0.73034 -1.79081 -2.64196
H8 0.47658 -0.84327 -3.01170
H9 1.15166 2.97257 -3.33321
H10 -0.13730 2.96541 -2.45756
H11 1.70634 -0.85561 2.79442
H12 0.93167 0.12691 3.64695
H13 -0.41498 2.83051 0.44796
H14 -1.98918 2.72657 0.88880
H15 -3.31536 -4.41084 2.79128
H16 -3.76244 -4.44234 1.34206
H17 -3.43293 -2.38939 -2.20133
H18 -4.45359 -1.52653 -1.38562
H19 3.50308 -0.76497 0.67057
H20 2.56945 -1.78940 1.44211
H21 1.97954 4.75880 0.61952
H22 0.58755 4.12087 0.58108
H23 4.17117 3.73940 0.92788
H24 3.26522 2.56520 1.33934
O1 -0.08033 -1.16674 0.68327
O2 3.55112 1.76812 -1.03553
O3 -4.56486 -3.96135 -1.43097
O4 0.17895 -1.46189 -2.37760
O5 0.77561 2.99739 -2.42727
O6 0.81061 -0.66842 3.01612
O7 -1.10806 2.26771 0.71428
O8 -3.27164 -4.95477 1.99726
O9 -3.99170 -1.63372 -2.21371
O10 2.88601 -0.86440 1.36578
O11 1.32545 4.28816 1.17130
O12 3.57218 3.02637 0.57204

Calculated values
- calculated total energy (eV) = -24955.309
- energy relative to the best compared isomer or geometry (same formula, charge and spin) (kcal per mole) = 147.2
- frontier orbital gap (eV) = 9.267
- LUMO level (hartree) = -0.0022
- structure (SMILES) = O.O.O.O.O.O.O.O.O.O.O.O